Entry 1:
{
  "formula": "C2H4BrN2",
  "method": "ωB97M-V/def2-TZVPD",
  "total_charge": 1,
  "e_tot_ev": -75148.4258,
  "orbital_gap_ha": [0.3475, 0.3475],
  "homo_ev": [-15.16, -15.16],
  "de_lowest_kj_mol": 483.1,
  "species": ["C", "N", "N", "C", "Br", "H", "H", "H", "H"],
  "positions_angstrom": [[-0.961, 0.764, 0.187], [-0.315, -0.364, 0.666], [0.394, -1.237, -0.231], [1.345, -0.456, 0.053], [2.915, 0.328, -0.169], [-0.893, 0.816, -0.941], [-2.104, 0.585, 0.203], [-0.722, 1.718, 0.852], [0.340, -2.155, -0.619]],
  "nbo_charge": [-0.514, -0.134, -0.344, 0.311, 0.463, 0.218, 0.269, 0.278, 0.453]
}

---

Entry 2:
{
  "formula": "C2H4BrN3",
  "method": "ωB97M-V/def2-TZVPD",
  "total_charge": 0,
  "e_tot_ev": -76648.8443,
  "orbital_gap_ha": 0.3514,
  "homo_ev": -9.12,
  "de_lowest_kj_mol": 0.0,
  "species": ["Br", "N", "C", "C", "N", "N", "H", "H", "H", "H"],
  "positions_angstrom": [[-3.376, 1.335, -0.032], [-1.577, 1.262, -0.433], [-0.837, 0.047, -0.144], [0.577, 0.578, 0.169], [0.368, 1.973, 0.468], [-0.718, 2.400, 0.231], [-0.846, -0.597, -1.025], [-1.261, -0.499, 0.709], [1.074, 0.080, 1.000], [1.235, 0.541, -0.704]],
  "nbo_charge": [0.209, -0.439, -0.284, -0.298, -0.125, 0.072, 0.221, 0.192, 0.228, 0.225]
}

---

Entry 3:
{
  "formula": "C2H4BrNO2",
  "method": "ωB97M-V/def2-TZVPD",
  "total_charge": 0,
  "e_tot_ev": -77760.8948,
  "orbital_gap_ha": 0.3309,
  "homo_ev": -8.46,
  "de_lowest_kj_mol": 524.2,
  "species": ["C", "C", "N", "O", "O", "Br", "H", "H", "H", "H"],
  "positions_angstrom": [[-1.448, 1.489, -0.695], [1.331, -0.861, 0.762], [-0.062, -0.052, -0.956], [-1.331, 1.858, 0.408], [0.656, 0.224, 0.059], [-1.845, -0.976, -0.696], [-1.929, 1.584, -1.616], [1.586, -0.345, 1.693], [2.287, -1.119, 0.142], [0.755, -1.801, 0.899]],
  "nbo_charge": [0.557, -0.287, -0.209, -0.438, -0.357, -0.079, 0.203, 0.208, 0.191, 0.211]
}